The following is a quantum chemistry calculation of a cluster of 2 separate species, C8H19BrF3N4O5P2 in total, from the OMol25 dataset.

For the orbital gap, the calculation gives 7.7 eV. The strongest force on any atom comes out at 3.0 eV/Å. The charge is +1. For the HOMO energy, the calculation gives -0.4693 Eh. The LUMO energy comes out at -0.185 Eh.

Last column: Mulliken charge in e.
Element x y z (Å)
H (-3.00676, -0.16202, 0.72219)  0.671
H (-2.04787, 2.29453, -4.07262)  0.348
H (0.86223, -1.26923, -1.13721)  0.464
H (-1.52169, 0.77472, 2.27444)  0.274
N (-1.64878, -0.14472, -0.94397)  0.359
H (-3.22280, 1.05240, 2.52104)  0.397
C (-2.84122, 1.92864, 0.09092)  0.206
H (6.53250, -1.41147, 1.44837)  0.342
O (4.27102, -0.00425, 2.02395)  -0.535
F (-0.46703, -4.07631, -0.07677)  -0.225
H (-2.69908, -2.14466, 0.02376)  0.365
Br (1.17555, -0.16970, 0.98490)  0.144
H (5.30174, -2.49620, 2.07859)  0.308
O (0.26215, 0.37917, -4.63991)  -0.477
C (-1.14272, -3.32891, 0.78048)  0.676
H (5.73912, -2.56161, 0.36207)  0.323
C (-0.98176, -1.15950, -0.35738)  0.165
C (5.58407, -1.89753, 1.21292)  -1.149
H (4.79363, -0.26094, 0.04343)  0.269
C (-1.14231, 3.29283, 1.10738)  -0.859
H (0.99771, 0.79514, -4.18346)  0.338
H (-0.28089, 2.69527, 0.82736)  0.218
H (5.09017, 0.45262, 2.23263)  0.293
H (3.56615, -1.35570, 0.69896)  0.043
C (4.51332, -0.86614, 0.91368)  0.050
F (-2.20470, -4.01659, 1.22679)  -0.250
O (-2.06551, 1.43565, -4.51303)  -0.471
F (-0.38742, -2.97996, 1.81943)  -0.217
C (-2.27259, 1.55752, 2.39810)  -1.034
C (-2.83045, 0.40248, -0.18136)  -0.759
O (-3.35660, 2.62274, -0.76147)  -0.520
P (-1.10607, 0.39259, -3.82290)  1.114
N (0.39074, -1.33650, -0.24399)  -0.293
H (0.66618, 0.87395, -1.60522)  0.088
H (-2.07302, 2.07730, 3.32316)  0.351
N (-1.69444, -2.15774, 0.11648)  -0.131
N (-2.35535, 2.48650, 1.27947)  0.108
H (-3.69790, 0.23833, -0.80499)  0.260
H (-1.32342, 4.01459, 0.32306)  0.333
P (-0.71013, 1.11146, -1.77658)  -0.383
O (-1.69471, -0.93661, -3.72348)  -0.571
H (-0.97104, 3.85786, 2.01078)  0.370

Forces on the atoms, in the same order (eV/Å):
0.388 -0.222 0.252
-0.221 0.294 -0.235
0.152 0.007 -0.129
0.368 -0.014 -0.002
2.137 0.914 1.908
-0.294 0.026 0.122
-0.493 1.236 -0.541
0.031 -0.001 -0.082
-0.360 -0.109 -0.129
-0.024 0.223 0.424
-0.163 -0.152 -0.089
-0.069 0.213 0.103
-0.041 -0.032 -0.022
-0.197 0.386 0.257
-0.406 -0.340 0.371
0.018 0.019 -0.008
-0.977 -0.250 -0.678
-0.034 0.031 0.108
-0.042 -0.095 -0.074
-0.707 0.607 -0.296
0.309 0.123 -0.184
0.297 -0.183 0.202
0.046 0.052 0.063
0.048 -0.057 -0.003
0.440 0.083 0.066
0.504 0.260 -0.205
0.300 0.295 0.394
-0.180 -0.259 -0.504
-0.146 -0.351 -0.097
-1.132 -0.388 -0.609
0.616 -0.487 0.226
0.186 -1.290 -0.430
0.129 -0.195 -0.427
-0.108 -0.739 -0.010
0.107 0.296 0.113
0.000 -0.117 0.519
0.470 -1.309 -0.154
-0.260 0.057 -0.224
-0.027 0.148 -0.234
-0.656 1.683 -0.238
-0.213 -0.347 0.163
0.204 -0.018 0.312

The following is a quantum chemistry calculation of a structure of composition C8H19CaN2OP, from the OMol25 dataset.

For the orbital gap, the calculation gives 4.6 eV. The strongest force on any atom comes out at 2.9 eV/Å. The charge is 0. For the HOMO energy, the calculation gives -0.1645 Eh. The LUMO energy comes out at 0.004 Eh.

Last column: Mulliken charge in e.
Element x y z (Å)
C (2.09598, -0.41750, -0.02590)  0.069
P (-0.28512, -0.33930, -2.29586)  0.452
H (-2.63614, -0.55983, -2.60775)  0.328
H (-1.93795, 0.81114, -0.27681)  -0.139
N (0.59723, 0.45159, 2.44779)  -0.509
C (-0.36340, 1.16744, -3.33423)  -1.512
H (0.57812, 1.71459, -3.38370)  0.360
H (0.26504, 2.25490, 6.25372)  0.331
H (-1.75397, -1.16341, -4.02177)  0.366
C (-1.76842, -1.14101, -2.91881)  -1.197
H (-1.17544, 1.81774, -3.02277)  0.294
H (1.92469, -0.63534, -3.36047)  0.342
H (0.85140, 2.72131, -0.51638)  0.001
Ca (-0.12514, 1.00935, 0.38994)  0.503
H (0.16538, 2.58128, 2.70555)  0.184
H (1.94190, 2.60258, 5.82070)  0.336
H (1.19577, -1.52549, 3.08698)  0.419
C (0.50535, 1.61452, 3.12120)  0.151
C (1.04650, -0.50762, 3.35833)  -0.749
H (0.91900, 2.91659, 0.24505)  0.029
H (0.61074, -1.28827, -4.36618)  0.378
C (1.24374, 0.05112, 4.59755)  -0.169
C (0.98240, -1.20393, -3.31300)  -1.369
O (3.03464, -1.05739, -0.00851)  -0.244
C (0.93588, 2.45583, 5.41150)  -0.894
H (1.15075, -2.22238, -2.94868)  0.335
H (-0.59066, 0.89080, -4.37695)  0.417
H (1.58189, -0.35628, 5.59085)  0.383
H (0.62710, 3.41710, 4.99913)  0.290
N (0.88539, 1.40423, 4.40259)  0.160
H (-1.81684, -2.16912, -2.56438)  0.376
H (-0.24303, -0.80582, -0.57303)  0.275

Forces on the atoms, in the same order (eV/Å):
-0.594 0.399 -0.264
1.562 2.396 -0.122
-0.047 -0.220 0.201
-0.961 0.338 -0.178
0.329 0.307 2.098
-0.450 0.019 -1.791
0.038 -0.078 0.428
0.071 -0.202 -0.234
0.170 0.074 0.378
-0.387 -0.242 -0.173
0.019 0.118 0.319
-0.336 -0.275 0.279
0.522 0.605 0.780
0.023 -1.738 -1.300
0.297 -0.668 0.540
-0.102 -0.257 -0.238
0.004 -0.393 -0.366
0.547 -2.137 0.292
-0.221 1.282 0.181
-0.014 0.209 -1.186
0.153 0.045 0.749
-0.382 1.004 -0.404
-0.075 -0.252 -0.607
0.052 -0.186 -0.025
0.031 0.264 0.608
0.194 0.165 0.026
-0.073 0.118 -0.199
-0.494 0.674 -1.448
-0.013 -0.220 -0.256
0.212 0.439 0.862
-0.236 0.011 0.171
0.161 -1.597 0.877

The following is a quantum chemistry calculation of a cluster of 2 separate species, C8H19Cl2N in total, from the OMol25 dataset.

The calculation puts the energy above the lowest of the compared OMol25 structures with the same formula, charge and spin at 0.0 kcal/mol. For the orbital gap, the calculation gives 9.3 eV. The strongest force on any atom comes out at 8.8 eV/Å. The charge is 0. For the HOMO energy, the calculation gives -0.3137 Eh. The LUMO energy comes out at 0.029 Eh.

Last column: Mulliken charge in e.
Element x y z (Å)
H (-11.52235, -1.45035, 19.84513)  0.291
H (-13.84840, 1.70797, 15.63742)  0.284
H (-12.73661, 0.40998, 16.07070)  0.324
H (-10.59496, 1.28765, 21.36322)  0.450
H (-15.67231, 1.56867, 19.79362)  0.237
Cl (-9.45940, -1.25105, 21.44555)  -0.203
H (-11.26388, 2.35584, 17.04165)  0.331
H (-14.12620, -0.18198, 19.03734)  0.108
H (-15.97421, -1.11358, 18.30602)  0.526
Cl (-12.51845, 0.08248, 22.08832)  -0.192
H (-15.65963, -0.85380, 16.78262)  0.436
C (-14.88854, 2.35349, 19.64530)  -1.100
N (-13.69444, 1.15205, 17.77984)  0.500
C (-11.32269, 0.65424, 20.83105)  -0.209
C (-14.64889, 2.37657, 18.09612)  -0.484
H (-13.89834, 3.33247, 18.01226)  0.216
C (-13.18345, 1.41412, 16.41900)  -0.441
H (-10.14883, -0.44717, 19.31353)  0.282
H (-16.33591, 0.21981, 17.77236)  0.320
H (-15.29042, 3.11968, 20.07289)  0.599
H (-11.92306, 1.29005, 20.17616)  -0.071
H (-14.00251, 1.96697, 20.16394)  0.063
H (-13.47222, -0.78152, 17.64968)  0.946
H (-15.55814, 2.43631, 17.60472)  0.413
C (-12.03268, 2.47122, 16.37305)  -1.535
C (-14.15378, -0.12445, 17.89582)  -0.660
H (-11.68279, 2.57085, 15.38658)  0.441
H (-12.52706, 3.34421, 16.59424)  0.449
C (-10.75190, -0.66152, 20.23627)  -0.378
C (-15.46595, -0.41728, 17.74125)  -1.944

Forces on the atoms, in the same order (eV/Å):
1.322 1.369 1.638
-1.229 0.172 -0.338
-0.608 1.340 0.334
-0.083 -0.618 -0.385
0.555 0.221 0.178
-1.263 -0.095 -0.978
1.831 -0.723 1.647
0.655 -0.660 -0.391
0.173 -2.334 2.149
0.120 0.452 -0.013
-0.192 -0.360 -1.364
1.051 -6.662 -3.203
0.364 6.691 -3.239
-0.739 -1.102 0.588
5.669 0.506 3.707
-2.214 -2.284 -0.632
3.338 -1.821 0.076
-0.429 0.052 0.899
0.599 1.989 0.088
-1.949 5.251 2.241
0.286 -0.462 -0.423
-0.170 0.449 -0.098
3.268 -3.442 -1.972
-1.474 0.102 -1.561
-2.624 -1.747 -0.780
0.214 2.634 8.417
0.639 -0.028 -1.326
-0.750 2.490 0.530
0.746 0.409 -1.426
-7.108 -1.789 -4.363

The following is a quantum chemistry calculation of a structure of composition C8H19I2O3P2Pm, from the OMol25 dataset.

For the orbital gap (spin up / spin down), the calculation gives 4.9 / 5.1 eV. The spin multiplicity is 5. The strongest force on any atom comes out at 6.5 eV/Å. The charge is +2. For the HOMO energy (spin up / spin down), the calculation gives -0.5047 / -0.5047 Eh. The LUMO energy (spin up / spin down) comes out at -0.324 / -0.319 Eh.

Last column: Mulliken charge in e.
Element x y z (Å)
H (-2.93488, -0.30163, 2.93067)  0.366
H (-1.11231, 1.20695, -3.82871)  0.366
H (-0.06029, -1.39029, 4.53257)  0.396
H (0.47707, 1.19037, 4.58918)  0.403
I (-6.01216, 2.47418, -1.37105)  0.000
H (1.77245, -1.67445, -4.06710)  0.397
H (-0.27349, 0.13631, -4.99092)  0.387
H (-2.56386, 1.42695, 2.95929)  0.367
C (-0.68212, 0.21099, -3.97419)  -0.981
H (-0.67825, -2.28249, 3.10338)  0.386
H (0.99964, -1.69712, 3.12431)  0.439
O (4.61896, 0.20567, 0.98202)  -0.432
C (1.35499, -1.67956, -3.05273)  -1.209
C (1.95212, 1.06216, -3.03983)  -1.217
C (-1.72756, 0.37320, -0.38147)  0.073
O (-2.84045, 0.56800, -0.62647)  -0.071
H (0.31043, 2.30171, 3.18829)  0.385
C (-0.02924, -1.46547, 3.43867)  -1.209
C (-2.24306, 0.44749, 3.32782)  -0.980
H (2.82623, 1.12532, 0.56864)  0.130
P (-0.58301, 0.10352, 2.65875)  0.444
H (-2.28656, 0.43969, 4.42521)  0.387
H (-1.48591, -0.52120, -3.85000)  0.367
H (0.61398, -2.48168, -2.95945)  0.386
I (-6.29492, -0.21449, -1.35123)  -0.020
Pm (0.62355, -0.12688, 0.13740)  1.344
P (0.55487, -0.07119, -2.66577)  0.451
H (2.77086, 0.88851, -2.32593)  0.426
H (1.61925, 2.09958, -2.92102)  0.385
H (2.32766, 0.90350, -4.05803)  0.403
C (3.43780, 0.16200, 0.73059)  0.290
O (2.66988, -0.90639, 0.60044)  -0.510
H (1.58970, 1.07270, 3.19451)  0.428
H (2.16367, -1.87787, -2.33319)  0.437
C (0.55280, 1.27890, 3.49857)  -1.217

Forces on the atoms, in the same order (eV/Å):
0.006 0.082 0.128
0.024 -0.097 -0.121
-0.026 0.047 -0.254
-0.036 -0.038 -0.257
-0.031 -0.597 0.011
-0.129 0.059 0.218
0.101 -0.033 0.388
-0.028 -0.088 0.124
-0.286 0.066 0.362
0.105 0.034 0.211
-0.172 0.047 0.171
-2.289 0.354 -0.506
-0.327 -0.193 0.456
-0.229 0.324 0.515
-6.201 1.020 -1.493
4.513 -0.722 1.025
0.064 -0.084 0.220
-0.110 -0.230 -0.548
-0.108 0.037 -0.436
0.201 0.268 0.032
-0.161 -0.022 1.976
0.247 -0.054 -0.309
0.059 0.075 -0.120
0.183 0.022 -0.154
0.050 0.573 -0.007
3.382 -0.700 0.790
0.760 -0.157 -1.805
-0.060 0.003 -0.248
0.147 -0.097 -0.169
-0.137 -0.016 0.222
1.946 -0.818 0.451
-1.231 0.580 -0.247
-0.150 0.021 0.204
-0.091 0.039 -0.229
0.013 0.293 -0.602

Molar mass, record by record: 450.11; 230.31; 200.15; 623.99 u